Below is a cluster of 2 separate species, C9H14 in total at a distorted geometry, with properties calculated with ωB97M-V/def2-TZVPD.

Last column: Mulliken charge in e.
Atoms and positions in Å:
H (-2.432, -0.670, -0.693)  0.22
H (0.982, -1.624, 1.807)  0.14
H (0.502, 3.305, -1.861)  0.32
H (-0.346, -0.013, 2.514)  0.29
H (-1.931, -0.580, 2.613)  0.39
C (-1.486, -1.178, -0.498)  -0.31
H (1.555, 1.430, -0.760)  0.28
H (0.555, 4.287, -0.273)  0.32
H (0.519, -3.573, -1.946)  0.34
H (1.947, 3.811, -1.256)  0.28
C (-1.219, -0.135, 1.867)  -1.26
C (0.414, -1.741, 0.890)  -0.62
H (1.680, 2.467, 0.835)  0.31
C (1.166, 2.179, -0.079)  -0.60
C (0.959, 3.486, -0.885)  -1.00
C (0.743, -2.699, -0.028)  -0.31
C (0.095, -2.815, -1.299)  -0.78
C (-0.789, -0.937, 0.703)  0.39
H (-1.788, -2.119, -2.315)  0.34
C (-1.118, -2.113, -1.462)  -0.38
H (-1.667, 0.858, 1.710)  0.26
H (1.490, -3.450, 0.224)  0.33
H (0.169, 1.826, 0.190)  0.07

Output
HOMO level (alpha / beta) (eV): 0.93 / -3.20
Multiplicity: 2
HOMO-LUMO gap (alpha / beta) (hartree): 0.0992 / 0.2495
Calculated total energy (Ha): -351.25245
Charge: -1
⟨S²⟩: 0.762

Below is a cluster of 2 separate species, C9H14 in total at a distorted geometry, with properties calculated with ωB97M-V/def2-TZVPD.

Last column: Mulliken charge in e.
Atoms and positions in Å:
H (-3.135, 1.971, -0.950)  0.45
C (0.800, -3.394, 0.873)  -0.57
H (1.176, 0.269, 0.961)  0.38
H (0.144, -3.492, -0.020)  0.25
H (1.333, 2.444, -2.138)  0.41
C (0.229, 0.684, 0.578)  -0.81
C (2.206, -3.750, 0.467)  -1.29
C (0.258, 1.510, -0.511)  1.30
C (1.514, 1.975, -1.195)  -1.29
H (-1.235, -0.468, 1.770)  0.41
H (2.425, -3.453, -0.601)  0.33
C (-2.203, 0.670, 0.379)  -0.57
H (0.403, -3.986, 1.648)  0.45
C (-1.018, 0.329, 1.063)  -0.45
H (2.218, 1.111, -1.571)  0.29
H (2.164, 2.563, -0.415)  0.22
H (-3.209, 0.232, 0.678)  0.28
H (-0.908, 2.487, -1.968)  0.09
H (3.059, -3.233, 1.059)  0.33
H (2.592, -4.783, 0.655)  0.36
C (-2.150, 1.693, -0.625)  -0.56
C (-0.923, 2.047, -1.074)  -0.98
H (0.688, -2.248, 1.165)  -0.02

Output
HOMO level (alpha / beta) (eV): 1.29 / -4.30
Multiplicity: 2
HOMO-LUMO gap (alpha / beta) (hartree): 0.0969 / 0.2944
Calculated total energy (Ha): -351.21719
Charge: -1
⟨S²⟩: 0.757

Below is a cluster of 2 separate species, C9H14 in total at a distorted geometry, with properties calculated with ωB97M-V/def2-TZVPD.

Last column: Mulliken charge in e.
Atoms and positions in Å:
H (2.535, -2.794, -0.712)  0.29
C (2.909, -2.048, -0.012)  -0.96
H (3.324, -1.265, -0.654)  0.28
H (0.921, -1.240, 0.290)  -0.17
H (3.756, -2.386, 0.579)  0.31
C (-0.109, 0.815, -1.090)  -0.18
H (0.890, 2.668, -0.763)  0.36
H (-0.277, 3.121, 1.356)  0.38
C (-1.419, -1.300, -1.476)  -1.54
H (-2.091, -0.998, -2.280)  0.39
C (0.167, 1.957, -0.381)  -0.42
H (1.431, -2.160, 1.578)  0.34
C (1.823, -1.437, 0.866)  -0.31
H (-0.588, -1.803, -1.979)  0.31
H (-1.943, -2.043, -0.865)  0.36
H (0.375, 0.600, -2.029)  0.38
C (-0.455, 2.180, 0.851)  -0.48
C (-1.044, -0.124, -0.614)  0.46
C (-1.339, 1.245, 1.333)  -0.43
C (-1.705, 0.140, 0.565)  -0.36
H (-2.475, -0.527, 0.922)  0.34
H (-1.816, 1.390, 2.292)  0.38
H (2.095, -0.449, 1.234)  0.28

Output
HOMO level (eV): -9.02
Multiplicity: 1
HOMO-LUMO gap (hartree): 0.3684
Calculated total energy (Ha): -351.31884

Below is a cluster of 2 separate species, C9H14 in total at a distorted geometry, with properties calculated with ωB97M-V/def2-TZVPD.

Last column: Mulliken charge in e.
Atoms and positions in Å:
H (-1.130, 2.450, -0.828)  0.32
H (2.655, -0.751, 0.323)  0.23
H (4.355, -1.136, -1.794)  0.28
H (-0.839, -1.263, 2.461)  0.36
C (-1.231, -0.714, 0.434)  -0.29
C (-0.666, 0.879, 2.124)  -0.26
C (-0.701, 1.928, 1.225)  -0.60
H (2.192, -2.375, -0.133)  0.24
H (2.711, -0.414, -2.061)  0.24
C (3.274, -1.282, -1.740)  -0.80
H (-2.472, -0.648, -2.127)  0.36
H (-0.875, -0.186, -2.539)  0.25
C (-1.723, 0.117, -1.924)  -1.34
C (2.962, -1.618, -0.267)  -0.77
C (-1.348, 0.345, -0.471)  0.78
H (-0.317, 1.009, 3.144)  0.33
H (3.889, -1.914, 0.228)  0.32
H (-1.246, -1.712, 0.013)  0.39
H (-0.291, 2.897, 1.473)  0.37
H (3.128, -2.137, -2.398)  0.27
C (-1.071, 1.662, -0.091)  -0.41
H (-2.129, 1.064, -2.276)  0.37
C (-0.970, -0.435, 1.780)  -0.62

Output
HOMO level (eV): -9.01
Multiplicity: 1
HOMO-LUMO gap (hartree): 0.3671
Calculated total energy (Ha): -351.31239

Below is a cluster of 2 separate species, C9H14 in total at a distorted geometry, with properties calculated with ωB97M-V/def2-TZVPD.

Last column: Mulliken charge in e.
Atoms and positions in Å:
H (-1.257, 1.348, 2.175)  0.34
H (-1.002, -0.933, 3.057)  0.32
C (-0.630, -2.625, -1.297)  -1.32
H (2.743, 0.730, 0.499)  0.35
C (-1.128, -0.746, 1.981)  -0.39
H (1.193, 2.958, -1.060)  0.28
C (2.023, 2.271, -0.973)  -0.89
C (-1.373, -0.336, -0.751)  -0.36
H (0.397, -2.941, -1.470)  0.31
H (1.865, 2.245, 1.176)  0.27
H (-1.838, -0.159, -1.717)  0.34
H (1.085, 0.929, 0.514)  -0.09
C (-0.885, -1.548, -0.257)  0.72
H (-1.438, 1.811, -0.147)  0.34
H (-0.901, -2.812, 1.473)  0.38
H (2.148, 1.602, -1.815)  0.29
H (2.900, 2.932, -0.929)  0.30
C (2.017, 1.526, 0.368)  -0.48
C (-1.486, 0.755, 0.125)  -0.56
H (-1.311, -3.463, -1.224)  0.32
C (-1.328, 0.510, 1.499)  -0.40
C (-0.941, -1.809, 1.078)  -0.40
H (-0.853, -2.246, -2.307)  0.34

Output
HOMO level (eV): -9.03
Multiplicity: 1
HOMO-LUMO gap (hartree): 0.3683
Calculated total energy (Ha): -351.28740

Below is a cluster of 2 separate species, C9H14 in total at a distorted geometry, with properties calculated with ωB97M-V/def2-TZVPD.

Last column: Mulliken charge in e.
Atoms and positions in Å:
H (-0.079, 0.536, 3.034)  0.38
H (0.817, -1.906, -1.335)  0.21
H (-1.817, -0.819, 0.522)  0.21
C (0.669, -0.532, 1.310)  -0.49
H (-3.552, -0.408, 0.105)  0.31
C (1.334, 1.879, 0.313)  -0.29
H (-1.145, 0.107, -1.789)  0.29
H (0.438, -1.484, 1.691)  0.47
H (-2.872, 0.075, -2.339)  0.25
H (2.020, -2.598, -0.095)  0.26
H (2.559, -1.466, -1.465)  0.40
C (1.807, 0.804, -0.401)  -0.68
C (-2.007, -0.373, -1.557)  -0.89
H (0.381, 2.864, 1.822)  0.26
H (-2.031, -1.369, -1.825)  0.31
H (2.316, 0.963, -1.258)  0.52
H (1.595, 2.884, -0.139)  0.24
C (0.690, 1.822, 1.499)  -0.16
C (0.505, 0.602, 2.164)  -0.78
C (1.440, -0.453, 0.104)  0.77
H (-2.360, 0.743, 0.424)  0.27
C (1.729, -1.636, -0.801)  -1.14
C (-2.438, -0.234, 0.014)  -0.76

Output
HOMO level (eV): -8.98
Multiplicity: 1
HOMO-LUMO gap (hartree): 0.3683
Calculated total energy (Ha): -351.25133

Below is a cluster of 2 separate species, C9H14 in total at a distorted geometry, with properties calculated with ωB97M-V/def2-TZVPD.

Last column: Mulliken charge in e.
Atoms and positions in Å:
H (0.075, -1.009, 2.201)  0.33
H (-1.117, 3.550, -1.321)  0.34
H (1.893, -3.205, -0.347)  0.31
H (-1.564, 4.089, 1.111)  0.37
H (-0.241, -0.478, -0.339)  0.28
C (1.267, -1.803, -1.902)  -0.50
C (-0.483, 0.491, 0.068)  -0.20
H (1.993, -1.019, -1.645)  0.31
C (1.863, -3.132, -1.428)  -0.97
C (-0.843, 0.783, 1.373)  0.55
H (2.889, -3.224, -1.814)  0.28
H (-0.360, 0.199, 3.378)  0.36
C (-0.647, 1.500, -0.912)  -0.48
H (0.520, -1.481, -1.174)  0.00
H (1.406, -3.954, -1.976)  0.28
H (-1.535, 2.335, 2.702)  0.30
H (-0.228, 1.220, -1.873)  0.35
H (-1.678, -0.734, 2.493)  0.29
C (-1.015, 2.780, -0.563)  -0.35
H (0.998, -1.820, -2.950)  0.38
C (-1.185, 2.089, 1.700)  -0.37
C (-0.686, -0.276, 2.456)  -1.33
C (-1.321, 3.100, 0.765)  -0.52

Output
HOMO level (eV): -9.07
Multiplicity: 1
HOMO-LUMO gap (hartree): 0.3709
Calculated total energy (Ha): -351.29629

Below is a cluster of 2 separate species, C9H14 in total at a distorted geometry, with properties calculated with ωB97M-V/def2-TZVPD.

Last column: Mulliken charge in e.
Atoms and positions in Å:
H (-2.616, 0.747, -1.525)  0.43
H (-0.993, 0.284, 0.752)  -0.16
C (0.656, 1.500, -0.953)  -0.14
H (2.655, -1.052, -1.129)  0.31
H (-1.350, -1.338, 3.335)  0.37
C (-0.665, 1.763, -1.125)  -0.60
H (-2.162, -1.523, 1.916)  0.33
H (-0.671, 0.812, 2.412)  0.37
H (0.624, -1.810, -1.062)  0.31
C (-0.589, -0.035, 1.681)  -0.04
H (3.411, 0.673, -1.056)  0.38
C (-1.172, -1.320, 2.282)  -1.21
H (1.386, 2.295, -0.873)  0.37
C (-1.587, 0.732, -1.348)  -0.57
C (2.586, 0.002, -0.757)  -1.33
C (1.228, 0.280, -1.049)  0.72
H (0.515, -0.052, 1.448)  0.07
H (-1.067, 2.758, -1.228)  0.37
H (2.912, 0.138, 0.311)  0.26
H (-0.411, -2.003, 2.169)  0.33
C (0.284, -0.816, -1.223)  -0.29
H (-1.870, -1.446, -1.588)  0.25
C (-1.102, -0.588, -1.389)  -0.52

Output
HOMO level (eV): -8.85
Multiplicity: 1
HOMO-LUMO gap (hartree): 0.3620
Calculated total energy (Ha): -351.25866

Quick rundown of energy above the lowest of the compared OMol25 structures with the same formula, charge and spin, same order as above: 70.55, 163.12, 29.80, 46.74, 112.34, 207.05, 89.00, 187.81 kJ/mol